# 1
This record from the OMol25 dataset describes a cluster of 2 separate species, C2H8N2S2 in total in a non-equilibrium geometry. The level of theory is wB97M-V/def2-TZVPD.

2S+1 = 3
LUMO energy (alpha / beta) = 0.356 / -1.075 eV
largest force on an atom = 3.84 eV/A
molar mass = 124.23 g mol⁻¹
HOMO-LUMO gap (alpha / beta) = 8.281 / 6.935 eV

Geometry (Å):
C 2.02167 -2.27451 0.70939
C -0.72798 1.42700 0.62462
N -0.56076 -1.18366 0.65478
N -0.21132 1.50543 -1.79692
S -1.63009 -1.18690 -0.45767
S -1.45481 1.07246 -0.99039
H 1.65768 -1.24490 0.55190
H 2.54761 -2.71208 -0.14877
H 1.77893 -2.61401 1.68454
H -1.44947 1.29252 1.33732
H -0.51640 2.52726 0.48156
H 0.14295 0.82305 0.85899
H 0.14398 -1.96036 0.63224
H -0.38765 1.29654 -2.86463

And the natural (NBO) charges, in e, turn out to be:
1 C -0.541
2 C -0.763
3 N -0.917
4 N -1.053
5 S 0.370
6 S 0.895
7 H 0.177
8 H 0.195
9 H 0.184
10 H 0.220
11 H 0.239
12 H 0.271
13 H 0.362
14 H 0.361

# 2
This record from the OMol25 dataset describes an isolated molecule of C7H14 in a non-equilibrium geometry. The level of theory is wB97M-V/def2-TZVPD.

LUMO energy (alpha / beta) = 0.177 / 0.359 eV
largest force on an atom = 1.22 eV/A
molar mass = 98.19 g mol⁻¹
HOMO-LUMO gap (alpha / beta) = 7.737 / 7.853 eV

Geometry (Å):
C 0.40481 -0.73399 1.80071
C 0.58166 -0.09757 0.42573
C 1.18061 -1.08558 -0.57023
C 1.18987 1.21055 0.37542
C -1.05281 0.25465 -0.08787
C -1.86377 -0.68365 -0.73668
C -0.86927 1.32747 -1.12526
H 0.04908 -0.00744 2.54038
H -0.33021 -1.54984 1.74112
H 1.34740 -1.15664 2.17003
H 2.19537 -1.37628 -0.27106
H 0.56935 -1.99439 -0.63395
H 1.24461 -0.65160 -1.57572
H 0.19312 1.80122 -0.55276
H 1.11914 1.84774 1.25883
H 2.07736 1.37966 -0.23242
H -1.51115 0.66103 0.81940
H -1.56217 -1.09029 -1.69881
H -2.78041 -1.08288 -0.30605
H -1.67535 2.05493 -1.24510
H -0.50723 0.97291 -2.09573

And the natural (NBO) charges, in e, turn out to be:
1 C -0.601
2 C -0.082
3 C -0.617
4 C -0.454
5 C -0.310
6 C -0.321
7 C -0.516
8 H 0.207
9 H 0.208
10 H 0.208
11 H 0.212
12 H 0.213
13 H 0.206
14 H 0.217
15 H 0.209
16 H 0.212
17 H 0.213
18 H 0.180
19 H 0.190
20 H 0.218
21 H 0.207

# 3
This record from the OMol25 dataset describes a cluster of 2 separate species, C19H34N2OP in total in a non-equilibrium geometry. The level of theory is wB97M-V/def2-TZVPD.

net charge = +1
LUMO energy = -5.298 eV
largest force on an atom = 2.28 eV/A
molar mass = 337.47 g mol⁻¹
HOMO-LUMO gap = 4.384 eV

Geometry (Å):
C 1.87057 0.05983 -3.37442
O 0.45561 0.31569 -3.34786
C -0.37479 -0.67747 -3.28117
C -1.77771 -0.46663 -3.35098
C -2.58765 -1.62702 -3.29286
C -3.96302 -1.50024 -3.35376
C -4.57929 -0.24301 -3.47711
C -6.07443 -0.13504 -3.53389
C -3.76217 0.90030 -3.54264
C -2.38483 0.81843 -3.48284
H 2.32431 1.05488 -3.44069
H 2.17267 -0.45244 -2.45106
H 2.12522 -0.55125 -4.24911
H 0.02063 -1.69663 -3.20558
H -2.08717 -2.59512 -3.20805
H -4.60154 -2.38232 -3.30518
H -6.37386 0.91454 -3.62779
H -6.45994 -0.69738 -4.39528
H -6.51641 -0.55440 -2.61963
H -4.23513 1.87664 -3.64167
H -1.73862 1.69769 -3.54483
C 4.86311 -1.04653 1.70984
C 3.38461 -1.39092 1.64718
C 2.98680 -1.74224 0.21430
C 3.11829 -2.61531 2.53520
N 2.55764 -0.29655 2.15780
C 2.84712 1.09424 1.79342
C 1.60552 1.92752 2.10752
N 0.56734 1.01764 2.60433
C -0.84323 1.40434 2.58123
C -1.02862 2.84510 3.02614
C -1.58396 0.48420 3.56406
C -1.43170 1.19792 1.18393
P 0.91825 -0.57056 2.25301
H 0.45469 -0.81074 0.86373
H 5.17706 -0.83340 2.73510
H 5.41919 -1.91868 1.35501
H 5.11602 -0.19917 1.07084
H 1.94736 -2.08465 0.14486
H 3.11914 -0.88153 -0.44883
H 3.63238 -2.55398 -0.13190
H 2.06366 -2.93137 2.51593
H 3.73869 -3.44540 2.17191
H 3.39657 -2.40448 3.57676
H 3.71645 1.47677 2.34296
H 3.09689 1.18833 0.72242
H 1.84343 2.70271 2.84733
H 1.27393 2.46708 1.20533
H -0.54837 3.55186 2.34822
H -2.10187 3.05284 3.02951
H -0.64701 2.99755 4.03925
H -1.50748 -0.57936 3.28880
H -1.18561 0.60840 4.58076
H -2.64446 0.76987 3.56920
H -1.42458 0.14245 0.88666
H -2.47062 1.53844 1.19649
H -0.87912 1.77854 0.43809

And the natural (NBO) charges, in e, turn out to be:
1 C -0.272
2 O -0.397
3 C 0.464
4 C -0.230
5 C -0.073
6 C -0.240
7 C 0.119
8 C -0.657
9 C -0.175
10 C -0.097
11 H 0.234
12 H 0.219
13 H 0.212
14 H 0.204
15 H 0.231
16 H 0.241
17 H 0.235
18 H 0.253
19 H 0.253
20 H 0.231
21 H 0.242
22 C -0.616
23 C 0.132
24 C -0.632
25 C -0.617
26 N -0.769
27 C -0.209
28 C -0.221
29 N -0.768
30 C 0.134
31 C -0.616
32 C -0.617
33 C -0.633
34 P 1.028
35 H -0.198
36 H 0.226
37 H 0.218
38 H 0.208
39 H 0.211
40 H 0.186
41 H 0.218
42 H 0.223
43 H 0.210
44 H 0.228
45 H 0.206
46 H 0.164
47 H 0.205
48 H 0.172
49 H 0.209
50 H 0.217
51 H 0.225
52 H 0.222
53 H 0.227
54 H 0.209
55 H 0.210
56 H 0.212
57 H 0.199

# 4
This record from the OMol25 dataset describes a cluster of 10 separate species, C36H47N3O30S5 in total in a non-equilibrium geometry. The level of theory is wB97M-V/def2-TZVPD.

LUMO energy = -0.904 eV
largest force on an atom = 4.38 eV/A
SMILES = O=[N+]([O-])c1ccccc1.O=[N+]([O-])c1ccccc1.O=[N+]([O-])c1ccccc1.O=S1(=O)OCCO1.O=S1(=O)OCCO1.O=S1(=O)OCCO1.O=S1(=O)OCCO1.O=S1(=O)OCCO1.O=C1CCCO1.O=C1CCCO1
molar mass = 1162.10 g mol⁻¹
HOMO-LUMO gap = 9.102 eV

Geometry (Å):
O 5.82689 -0.81955 -7.64800
N 6.02936 -1.32998 -6.55093
O 7.16126 -1.50318 -6.14887
C 4.91716 -2.03804 -5.84153
C 5.19316 -2.85012 -4.76088
C 4.18987 -3.51838 -4.14029
C 2.88126 -3.33482 -4.52324
C 2.55900 -2.41769 -5.49556
C 3.55026 -1.79954 -6.16761
H 6.23658 -3.03262 -4.55023
H 4.38424 -4.19868 -3.32431
H 2.09909 -3.92899 -4.07426
H 1.56638 -2.25962 -5.89071
H 3.28735 -1.13838 -6.98009
O 0.55125 -6.47707 0.59691
N 0.66690 -5.58555 1.39569
O 1.50304 -4.72823 1.20929
C -0.20771 -5.44429 2.58152
C -1.23640 -6.35703 2.77239
C -2.13440 -6.23550 3.87801
C -1.99714 -5.08690 4.67578
C -0.90702 -4.20856 4.50872
C -0.03065 -4.33015 3.43805
H -1.51669 -7.12741 2.06929
H -2.86239 -6.95413 4.22439
H -2.57023 -4.96794 5.58342
H -0.86242 -3.34889 5.16094
H 0.72460 -3.58488 3.23663
O 6.71003 -0.13982 -0.22880
N 6.73874 -1.29253 0.30563
O 6.10373 -1.64291 1.28440
C 7.65732 -2.27666 -0.30316
C 8.70825 -1.84996 -1.06622
C 9.66496 -2.70737 -1.57675
C 9.41973 -4.08256 -1.37443
C 8.42765 -4.54346 -0.53138
C 7.56070 -3.61649 -0.03533
H 8.85866 -0.79319 -1.23059
H 10.56146 -2.30345 -2.02346
H 10.16115 -4.81420 -1.65973
H 8.35758 -5.61983 -0.47744
H 6.67427 -3.89915 0.51305
O -0.04877 -1.37222 9.13569
S 1.14888 -0.74281 8.60712
O 2.16352 -1.54152 7.98475
O 0.70781 0.43039 7.57733
C 1.53438 1.54775 7.58410
C 2.16988 1.59073 8.99868
O 1.77271 0.39588 9.65815
H 2.25316 1.50980 6.76556
H 0.87517 2.38381 7.35058
H 1.84198 2.45180 9.58103
H 3.24642 1.75654 8.95787
O -6.41625 -0.29402 4.22503
S -6.72144 0.24885 5.54469
O -8.05224 0.78605 5.75204
O -6.34677 -0.72464 6.82287
C -5.04177 -0.41153 7.33275
C -4.55741 0.88675 6.71743
O -5.61948 1.47738 5.99556
H -5.08575 -0.22696 8.40611
H -4.36094 -1.23758 7.12728
H -3.66656 0.63743 6.14096
H -4.24813 1.69437 7.38091
O -8.29336 1.97807 -2.80485
S -7.86742 0.58341 -3.12903
O -7.90654 0.16203 -4.53241
O -6.30412 0.31217 -2.51961
C -6.45473 -0.04346 -1.11804
C -7.62292 -1.03894 -1.17153
O -8.50035 -0.61402 -2.17791
H -5.48696 -0.36838 -0.73599
H -6.57206 0.87663 -0.54555
H -8.23920 -1.03480 -0.27248
H -7.10625 -1.99015 -1.29938
O 0.51544 0.28956 1.98420
S -0.59027 0.61047 1.08286
O -1.69003 1.31766 1.70304
O 0.09803 1.26853 -0.27802
C 0.56991 0.28524 -1.21499
C -0.47765 -0.81314 -1.01425
O -1.03357 -0.72037 0.25524
H 0.60875 0.73427 -2.20744
H 1.52620 -0.10009 -0.86122
H -0.00610 -1.79225 -1.09831
H -1.32850 -0.66055 -1.67825
O 1.52395 5.47303 1.52978
S 2.39725 5.86428 2.63498
O 1.98583 6.82015 3.60510
O 2.90111 4.46359 3.34092
C 3.92928 3.84599 2.60451
C 4.57280 4.92800 1.71568
O 3.90747 6.17677 1.97670
H 4.51979 3.30902 3.34685
H 3.36901 3.09321 2.04998
H 4.46349 4.71552 0.65219
H 5.64653 5.08206 1.82273
O -3.03595 5.90574 -4.69652
C -3.24301 5.91822 -3.47990
C -3.01059 4.79561 -2.41473
C -3.68064 5.41311 -1.21079
C -3.89800 6.89917 -1.49778
O -3.71203 7.01258 -2.92566
H -3.43034 3.89255 -2.85788
H -1.94466 4.70324 -2.20651
H -4.61449 4.86747 -1.07548
H -3.11735 5.25003 -0.29198
H -4.88755 7.28585 -1.25409
H -3.21251 7.69134 -1.19669
O -2.31507 -0.38614 -10.43597
C -2.61932 0.40575 -9.51530
C -3.94156 0.98382 -9.12617
C -3.64528 1.43071 -7.68906
C -2.21226 1.72667 -7.65723
O -1.64656 0.87267 -8.65685
H -4.19856 1.72856 -9.87944
H -4.72990 0.23323 -9.06925
H -4.18575 2.33018 -7.39423
H -4.04148 0.72571 -6.95824
H -2.00796 2.74518 -7.98740
H -1.87922 1.49669 -6.64516

Atom charges from the Mulliken analysis, given in e for atoms 1 to 99:
1 O -0.552
2 N 0.916
3 O -0.578
4 C -0.020
5 C -0.148
6 C -0.587
7 C -0.418
8 C -0.572
9 C -0.309
10 H 0.523
11 H 0.414
12 H 0.431
13 H 0.464
14 H 0.434
15 O -0.608
16 N 1.023
17 O -0.599
18 C 0.126
19 C -0.244
20 C -0.498
21 C -0.399
22 C -0.540
23 C -0.342
24 H 0.398
25 H 0.371
26 H 0.383
27 H 0.439
28 H 0.490
29 O -0.579
30 N 0.936
31 O -0.542
32 C -0.041
33 C 0.060
34 C -0.674
35 C -0.256
36 C -0.744
37 C -0.157
38 H 0.411
39 H 0.400
40 H 0.387
41 H 0.391
42 H 0.409
43 O -0.517
44 S 1.075
45 O -0.511
46 O -0.247
47 C -0.275
48 C -0.218
49 O -0.355
50 H 0.247
51 H 0.248
52 H 0.270
53 H 0.282
54 O -0.481
55 S 1.036
56 O -0.521
57 O -0.318
58 C -0.220
59 C -0.174
60 O -0.357
61 H 0.252
62 H 0.275
63 H 0.199
64 H 0.311
65 O -0.520
66 S 1.075
67 O -0.512
68 O -0.285
69 C -0.331
70 C -0.207
71 O -0.299
72 H 0.284
73 H 0.229
74 H 0.290
75 H 0.271
76 O -0.542
77 S 1.113
78 O -0.498
79 O -0.323
80 C -0.256
81 C -0.303
82 O -0.281
83 H 0.298
84 H 0.269
85 H 0.260
86 H 0.256
87 O -0.490
88 S 1.053
89 O -0.510
90 O -0.294
91 C -0.197
92 C -0.229
93 O -0.353
94 H 0.271
95 H 0.209
96 H 0.257
97 H 0.285
98 O -0.629
99 C 0.572